No. 1
C45H62N2O37 | ωB97M-V with the def2-TZVPD basis set

Properties
- Kohn-Sham gap (eV) = 10.2
- SMILES = CCCO[C@](C#N)(CCC(=O)O)[C@@H](C#N)CCO.O=C1OCCO1.O=C1OCCO1.O=C1OCCO1.O=C1OCCO1.O=C1OCCO1.O=C1OCCO1.O=C1OCCO1.O=C1OCCO1.O=C1OCCO1.O=C1OCCO1.O=C1OCCO1
- E_LUMO (eV) = -0.12
- highest occupied orbital energy (hartree) = -0.381

The geometry in ORCA input format:
```
! RIJCOSX wB97M-V def2-TZVPD def2/J DEFGRID3
* xyz 0 1
C 4.431 3.067 4.442
C 3.606 4.039 3.518
C 3.193 3.393 2.149
O 1.794 3.265 1.916
C 1.084 2.314 2.680
C 1.882 1.213 3.315
N 2.571 0.429 3.723
C -0.048 1.784 1.728
C -0.382 0.272 1.891
C -1.857 0.099 1.468
O -2.647 -0.336 2.239
O -2.274 0.477 0.243
C 0.387 3.103 3.883
C 0.103 4.522 3.500
N -0.156 5.575 3.209
C -0.838 2.378 4.514
C -2.239 2.896 4.058
O -2.787 3.753 5.066
H 3.777 2.545 5.157
H 4.984 2.372 3.794
H 5.156 3.653 5.031
H 2.765 4.511 4.045
H 4.313 4.861 3.297
H 3.541 4.117 1.389
H 3.780 2.481 1.921
H -0.928 2.444 1.738
H 0.381 1.901 0.716
H 0.195 -0.336 1.150
H -0.336 -0.129 2.908
H -3.198 0.178 0.188
H 1.160 3.129 4.674
H -0.818 1.283 4.418
H -0.790 2.582 5.599
H -2.887 2.004 3.964
H -2.234 3.437 3.098
H -2.719 4.650 4.716
C 3.296 -3.632 -0.284
C 2.255 -3.489 0.792
O 1.902 -2.101 0.704
C 2.204 -1.683 -0.545
O 1.882 -0.624 -0.995
O 2.915 -2.616 -1.224
H 3.288 -4.609 -0.747
H 4.305 -3.420 0.076
H 1.365 -4.090 0.598
H 2.633 -3.732 1.779
C -1.355 8.023 -0.143
C -1.196 8.183 1.344
O -2.254 9.089 1.678
C -3.201 8.982 0.715
O -4.285 9.476 0.779
O -2.760 8.240 -0.330
H -1.063 7.038 -0.493
H -0.805 8.775 -0.706
H -1.347 7.249 1.883
H -0.228 8.596 1.620
C 2.359 -7.645 1.962
C 1.342 -8.181 2.930
O 1.219 -7.123 3.885
C 1.601 -5.978 3.270
O 1.463 -4.888 3.727
O 2.161 -6.234 2.056
H 2.193 -7.995 0.949
H 3.383 -7.877 2.254
H 0.371 -8.346 2.460
H 1.665 -9.102 3.412
C -0.014 -6.517 -1.780
C -0.504 -7.530 -2.780
O -0.302 -8.770 -2.090
C -0.297 -8.502 -0.762
O -0.315 -9.324 0.098
O -0.262 -7.162 -0.530
H -0.551 -5.572 -1.841
H 1.059 -6.324 -1.871
H -1.566 -7.417 -3.005
H 0.059 -7.507 -3.711
C -3.503 -4.283 0.838
C -3.102 -3.036 0.097
O -2.836 -3.528 -1.221
C -3.533 -4.681 -1.374
O -3.663 -5.257 -2.411
O -4.061 -5.095 -0.198
H -4.235 -4.091 1.619
H -2.648 -4.806 1.273
H -3.911 -2.303 0.044
H -2.220 -2.560 0.521
C 2.715 1.213 -3.595
C 2.049 1.034 -4.935
O 1.996 2.368 -5.439
C 2.977 3.081 -4.823
O 3.310 4.177 -5.136
O 3.526 2.372 -3.801
H 3.324 0.358 -3.311
H 2.001 1.418 -2.797
H 2.641 0.421 -5.619
H 1.051 0.609 -4.853
C 5.515 -8.864 -1.836
C 4.499 -9.420 -0.874
O 4.366 -8.369 0.089
C 4.740 -7.213 -0.525
O 4.586 -6.122 -0.071
O 5.303 -7.457 -1.730
H 5.359 -9.204 -2.857
H 6.542 -9.089 -1.540
H 3.527 -9.595 -1.342
H 4.832 -10.341 -0.398
C -8.060 9.302 0.941
C -7.348 7.994 1.151
O -8.407 7.118 1.545
C -9.567 7.634 1.060
O -10.611 7.067 1.068
O -9.375 8.886 0.565
H -7.605 9.907 0.159
H -8.126 9.896 1.855
H -6.896 7.611 0.234
H -6.585 8.053 1.923
C 5.981 -2.189 -2.407
C 7.159 -2.056 -1.477
O 7.921 -3.227 -1.770
C 7.594 -3.627 -3.029
O 8.167 -4.470 -3.636
O 6.522 -2.933 -3.498
H 5.602 -1.225 -2.744
H 5.163 -2.756 -1.966
H 7.767 -1.174 -1.694
H 6.867 -2.034 -0.429
C -7.448 -4.479 -1.771
C -8.615 -3.627 -2.200
O -8.656 -2.620 -1.188
C -7.415 -2.532 -0.647
O -7.064 -1.680 0.104
O -6.620 -3.546 -1.077
H -6.916 -4.919 -2.613
H -7.739 -5.274 -1.082
H -8.450 -3.147 -3.167
H -9.550 -4.181 -2.234
C 0.884 10.245 -4.265
C 0.432 9.125 -5.166
O 0.666 7.967 -4.365
C 0.659 8.357 -3.067
O 0.658 7.613 -2.140
O 0.650 9.712 -2.962
H 0.318 11.162 -4.417
H 1.949 10.465 -4.370
H -0.632 9.181 -5.403
H 0.999 9.076 -6.093
*
```

Results of the Mulliken charge analysis, in e, for atoms 1 through 99:
1 C -1.162
2 C -0.263
3 C -0.608
4 O -0.489
5 C 2.160
6 C -0.558
7 N -0.623
8 C -1.756
9 C 0.786
10 C 0.155
11 O -0.600
12 O -0.494
13 C 0.014
14 C -0.366
15 N -0.507
16 C -0.695
17 C -0.592
18 O -0.598
19 H 0.250
20 H 0.268
21 H 0.391
22 H 0.215
23 H 0.451
24 H 0.458
25 H 0.354
26 H 0.616
27 H 0.363
28 H -0.551
29 H 0.526
30 H 0.461
31 H 0.678
32 H 0.247
33 H 0.502
34 H 0.214
35 H 0.481
36 H 0.332
37 C -0.244
38 C 0.250
39 O -0.306
40 C 0.586
41 O -0.470
42 O -0.425
43 H 0.183
44 H 0.213
45 H 0.034
46 H 0.219
47 C -0.127
48 C -0.100
49 O -0.360
50 C 0.688
51 O -0.582
52 O -0.344
53 H 0.356
54 H 0.021
55 H 0.128
56 H 0.320
57 C -0.059
58 C -0.327
59 O -0.400
60 C 0.500
61 O -0.552
62 O 0.015
63 H -0.032
64 H 0.321
65 H 0.191
66 H 0.344
67 C 0.064
68 C -0.381
69 O -0.367
70 C 0.510
71 O -0.547
72 O -0.191
73 H 0.262
74 H 0.019
75 H 0.225
76 H 0.360
77 C -0.402
78 C 0.542
79 O -0.364
80 C 0.819
81 O -0.615
82 O -0.307
83 H 0.346
84 H 0.270
85 H 0.010
86 H -0.246
87 C 0.378
88 C -0.373
89 O -0.333
90 C 0.634
91 O -0.536
92 O -0.315
93 H -0.116
94 H 0.055
95 H 0.277
96 H 0.321
97 C -0.386
98 C -0.369
99 O -0.212


No. 2
C45H63GaGeN2O3SSbSi3 | ωB97M-V with the def2-TZVPD basis set

Properties
- Kohn-Sham gap (eV) = 8.4
- E_LUMO (eV) = -2.27
- highest occupied orbital energy (hartree) = -0.391

The geometry in ORCA input format:
```
! RIJCOSX wB97M-V def2-TZVPD def2/J DEFGRID3
* xyz 1 1
Ga 0.383 0.441 1.153
C -2.253 1.511 5.038
Sb -2.213 0.995 2.956
C -0.320 -0.006 2.948
C 0.894 0.549 3.613
C 1.209 0.575 4.969
C 2.465 1.020 5.346
C 3.379 1.432 4.383
C 3.002 1.386 3.054
N 1.791 0.961 2.697
Si -0.453 -1.857 3.311
C -1.425 -2.732 1.980
C 1.281 -2.556 3.344
C -1.303 -2.176 4.952
C -1.857 3.028 2.035
C -0.963 3.157 0.831
C -1.160 4.249 -0.032
C -0.302 4.532 -1.069
C 0.811 3.724 -1.263
C 0.960 2.646 -0.431
N 0.092 2.348 0.565
Si -1.152 4.343 3.273
C 0.498 3.819 3.967
C -2.361 4.718 4.666
C -0.748 5.975 2.432
Si -3.681 3.544 1.583
C -4.044 5.387 1.691
C -4.955 2.752 2.719
C -4.088 3.015 -0.180
H -2.210 0.556 5.564
H -3.182 2.008 5.304
H -1.410 2.122 5.349
H 0.488 0.242 5.702
H 2.737 1.042 6.394
H 4.368 1.772 4.656
H 3.664 1.666 2.245
H -1.005 -2.547 0.991
H -2.477 -2.438 1.993
H -1.380 -3.809 2.161
H 1.825 -2.305 2.430
H 1.237 -3.646 3.412
H 1.863 -2.194 4.194
H -2.337 -1.819 4.949
H -0.786 -1.710 5.792
H -1.337 -3.251 5.149
H -1.996 4.906 0.146
H -0.488 5.387 -1.705
H 1.539 3.915 -2.038
H 1.809 1.978 -0.528
H 0.455 2.981 4.658
H 0.915 4.673 4.509
H 1.201 3.567 3.169
H -3.333 4.240 4.571
H -2.532 5.796 4.710
H -1.941 4.416 5.627
H 0.100 5.895 1.751
H -0.444 6.643 3.244
H -1.572 6.461 1.911
H -3.847 5.828 2.667
H -5.117 5.486 1.504
H -3.540 5.993 0.937
H -4.746 2.856 3.784
H -5.126 1.698 2.506
H -5.896 3.278 2.531
H -3.239 2.599 -0.720
H -4.448 3.873 -0.753
H -4.881 2.265 -0.175
O 3.239 0.577 -0.047
C 2.601 -0.411 -0.366
O 1.397 -0.681 0.099
C 3.053 -1.414 -1.397
C 2.257 -1.165 -2.691
Ge 2.060 -2.743 -3.842
C 0.594 -2.330 -5.069
C 0.363 -1.007 -5.450
C -0.684 -0.677 -6.301
C -1.524 -1.671 -6.783
C -1.305 -2.993 -6.421
C -0.252 -3.318 -5.574
C 3.731 -3.183 -4.727
C 3.883 -4.406 -5.380
C 5.073 -4.729 -6.014
C 6.132 -3.830 -6.000
C 5.997 -2.612 -5.351
C 4.803 -2.293 -4.719
C 1.524 -4.227 -2.693
C 0.184 -4.427 -2.362
C -0.194 -5.399 -1.446
C 0.773 -6.194 -0.846
C 2.110 -6.017 -1.172
C 2.481 -5.042 -2.089
H 2.855 -2.416 -1.011
H 4.123 -1.304 -1.563
H 2.684 -0.323 -3.241
H 1.231 -0.889 -2.431
H 1.011 -0.217 -5.086
H -0.838 0.354 -6.595
H -2.339 -1.419 -7.450
H -1.948 -3.774 -6.806
H -0.094 -4.357 -5.306
H 3.067 -5.121 -5.393
H 5.177 -5.681 -6.519
H 7.062 -4.082 -6.493
H 6.822 -1.911 -5.336
H 4.713 -1.336 -4.215
H -0.579 -3.829 -2.850
H -1.240 -5.548 -1.209
H 0.485 -6.958 -0.135
H 2.867 -6.642 -0.715
H 3.529 -4.920 -2.339
C -2.716 -1.864 -1.249
S -2.513 -0.123 -0.928
C -2.200 0.387 -2.611
O -1.165 0.062 -0.260
H -1.775 -2.273 -1.615
H -3.508 -1.968 -1.992
H -3.011 -2.350 -0.326
H -3.103 0.244 -3.205
H -1.373 -0.195 -3.019
H -1.941 1.445 -2.582
*
```

Results of the Mulliken charge analysis, in e, for atoms 1 through 99:
1 Ga -2.107
2 C -1.383
3 Sb 0.716
4 C 2.313
5 C -1.376
6 C -1.060
7 C -0.573
8 C -1.159
9 C -0.616
10 N 0.987
11 Si 0.423
12 C -0.703
13 C -0.912
14 C -1.194
15 C 3.081
16 C -2.214
17 C -0.876
18 C -0.980
19 C -1.324
20 C -0.489
21 N 1.460
22 Si 0.447
23 C -0.844
24 C -1.243
25 C -1.355
26 Si 0.969
27 C -1.293
28 C -1.344
29 C -0.882
30 H 0.499
31 H 0.420
32 H 0.259
33 H 0.414
34 H 0.514
35 H 0.483
36 H 0.588
37 H -0.099
38 H 0.331
39 H 0.500
40 H 0.130
41 H 0.538
42 H 0.262
43 H 0.300
44 H 0.327
45 H 0.433
46 H 0.237
47 H 0.533
48 H 0.520
49 H 0.806
50 H 0.047
51 H 0.618
52 H 0.116
53 H 0.332
54 H 0.520
55 H 0.427
56 H 0.353
57 H 0.425
58 H 0.342
59 H 0.324
60 H 0.477
61 H 0.436
62 H 0.330
63 H 0.288
64 H 0.479
65 H -0.102
66 H 0.439
67 H 0.403
68 O -0.694
69 C 0.276
70 O 0.406
71 C -0.414
72 C -0.064
73 Ge 1.787
74 C 0.009
75 C -0.510
76 C -0.650
77 C -0.521
78 C -0.725
79 C -0.229
80 C 0.204
81 C -0.221
82 C -0.713
83 C -0.484
84 C -0.724
85 C -0.337
86 C 0.040
87 C -0.350
88 C -0.825
89 C -0.582
90 C -0.794
91 C -0.305
92 H 0.142
93 H 0.410
94 H 0.548
95 H -0.625
96 H 0.346
97 H 0.433
98 H 0.422
99 H 0.425


No. 3
C45H63N3P3S2SiV | ωB97M-V with the def2-TZVPD basis set

Properties
- Kohn-Sham gap (alpha / beta) (eV) = 6.1 / 6.2
- ⟨S²⟩ = 2.06
- E_LUMO (alpha / beta) (eV) = -6.14 / -6.05
- highest occupied orbital energy (alpha / beta) (hartree) = -0.449 / -0.449

The geometry in ORCA input format:
```
! RIJCOSX wB97M-V def2-TZVPD def2/J DEFGRID3
* xyz 2 3
V -0.818 -0.321 0.950
C 1.900 -4.129 0.107
C 0.831 -3.391 0.940
C 0.647 -4.257 2.239
P 1.133 -1.566 1.263
C 1.816 -1.423 3.009
C 2.831 -2.464 3.523
C 2.298 0.061 3.205
C 2.473 -1.137 0.051
C 3.825 -1.426 0.261
C 4.707 -1.349 -0.779
C 4.301 -0.903 -2.017
C 3.021 -0.455 -2.202
C 2.040 -0.679 -1.190
Si 0.163 -0.457 -1.447
C -0.042 0.806 -2.817
C 0.181 0.422 -4.134
C -0.335 1.154 -5.217
C -1.076 2.299 -4.978
C -1.209 2.736 -3.660
C -0.607 2.101 -2.573
P -0.287 3.086 -1.032
C -1.757 4.023 -0.362
C -1.617 5.531 -0.525
C -3.136 3.474 -0.852
C 1.086 4.215 -1.492
C 2.419 3.491 -1.411
C 0.955 4.826 -2.927
C -0.528 -2.064 -2.136
C 0.191 -2.832 -3.035
C -0.373 -4.004 -3.556
C -1.665 -4.389 -3.191
C -2.407 -3.562 -2.318
C -1.857 -2.407 -1.782
P -2.593 -1.447 -0.396
C -3.719 -2.562 0.687
C -3.003 -3.871 1.089
C -5.111 -2.875 0.091
C -3.676 -0.215 -1.263
C -4.636 0.491 -0.316
C -4.426 -0.762 -2.511
H 1.673 -5.223 0.099
H 2.927 -4.016 0.509
H 1.921 -3.822 -0.919
H -0.136 -3.438 0.383
H 1.602 -4.773 2.461
H -0.084 -5.018 1.975
H 0.321 -3.693 3.105
H 0.891 -1.578 3.618
H 3.798 -1.965 3.759
H 3.152 -3.237 2.824
H 2.459 -2.905 4.469
H 3.281 0.197 2.710
H 2.466 0.255 4.267
H 1.628 0.808 2.757
H 4.168 -1.769 1.248
H 5.741 -1.694 -0.683
H 4.976 -0.895 -2.887
H 2.724 0.000 -3.137
H 0.702 -0.522 -4.300
H -0.222 0.756 -6.249
H -1.530 2.890 -5.809
H -1.644 3.734 -3.454
H -1.768 3.837 0.708
H -1.289 5.951 -1.478
H -0.911 5.970 0.250
H -2.597 6.007 -0.270
H -3.280 3.850 -1.891
H -3.969 3.861 -0.223
H -3.218 2.424 -0.827
H 1.149 4.989 -0.726
H 2.506 2.708 -2.174
H 2.684 3.069 -0.450
H 3.221 4.228 -1.632
H 1.159 4.056 -3.698
H 1.777 5.565 -3.032
H -0.032 5.287 -3.153
H 1.179 -2.583 -3.369
H 0.244 -4.660 -4.166
H -2.107 -5.305 -3.597
H -3.419 -3.870 -2.053
H -3.855 -1.962 1.609
H -3.071 -4.658 0.333
H -3.465 -4.331 1.980
H -1.946 -3.745 1.401
H -5.394 -3.952 0.291
H -5.067 -2.820 -1.006
H -5.913 -2.218 0.470
H -2.962 0.528 -1.603
H -5.382 -0.190 0.093
H -5.267 1.177 -0.896
H -4.181 0.963 0.562
H -5.133 -1.616 -2.292
H -3.708 -1.152 -3.284
H -4.984 0.091 -2.991
S 0.008 1.834 0.643
C 4.829 1.822 1.432
N 6.145 1.611 1.193
C 7.155 2.530 1.615
C 6.353 3.680 2.287
S 4.514 3.334 2.175
H 6.384 0.660 0.845
H 7.662 2.894 0.704
H 7.842 2.124 2.321
H 6.588 4.628 1.842
H 6.544 3.621 3.370
N -3.234 0.792 7.784
C -2.856 0.564 6.687
C -2.488 0.319 5.338
C -1.950 -0.972 4.983
C -1.662 -1.164 3.674
N -1.869 -0.179 2.739
C -2.407 1.005 3.061
C -2.693 1.327 4.390
H -1.650 -1.665 5.782
H -1.203 -2.065 3.270
H -2.676 1.664 2.217
H -3.093 2.275 4.718
*
```

Results of the Mulliken charge analysis, in e, for atoms 1 through 99:
1 V -0.051
2 C -1.576
3 C 2.191
4 C -1.715
5 P 1.480
6 C 1.184
7 C -1.682
8 C -1.642
9 C -0.446
10 C -0.310
11 C -1.014
12 C -0.866
13 C -0.240
14 C 0.793
15 Si -1.630
16 C 1.358
17 C -0.174
18 C -0.913
19 C -1.036
20 C -0.784
21 C 0.441
22 P 1.106
23 C 0.621
24 C -1.448
25 C -0.966
26 C 0.771
27 C -1.512
28 C -1.541
29 C 1.247
30 C -0.490
31 C -0.967
32 C -0.995
33 C -0.269
34 C -0.180
35 P 0.158
36 C 1.139
37 C -1.487
38 C -1.191
39 C 2.540
40 C -1.311
41 C -1.470
42 H 0.480
43 H 0.309
44 H 0.256
45 H -0.824
46 H 0.471
47 H 0.544
48 H 0.232
49 H 0.478
50 H 0.471
51 H 0.308
52 H 0.298
53 H 0.152
54 H 0.589
55 H 0.239
56 H 0.329
57 H 0.533
58 H 0.429
59 H 0.447
60 H 0.333
61 H 0.425
62 H 0.411
63 H 0.305
64 H 0.274
65 H 0.191
66 H 0.383
67 H 0.430
68 H 0.390
69 H 0.515
70 H -0.320
71 H 0.638
72 H 0.230
73 H 0.242
74 H 0.515
75 H 0.257
76 H 0.515
77 H 0.285
78 H 0.590
79 H 0.451
80 H 0.443
81 H 0.398
82 H 0.306
83 H 0.432
84 H 0.593
85 H -0.078
86 H 0.411
87 H 0.013
88 H 0.307
89 H -1.721
90 H 0.319
91 H 0.433
92 H 0.164
93 H 0.221
94 H 0.310
95 H 0.511
96 S -0.797
97 C -0.081
98 N -0.094
99 C -0.639